Molecular formula: C19H28NO7SSiV
Method: DFT, ωB97M-V/def2-TZVPD

HOMO energy (alpha / beta) = -3.263 / -4.535 eV
Orbital gap (alpha / beta) = 5.922 / 7.192 eV
Spin multiplicity = 4
Energy above the lowest of the compared OMol25 structures with the same formula, charge and spin = 31.8 kcal per mole
Net charge = -1

Geometry (Å):
V  -0.646  -0.962  -0.400
C  3.529  -2.287  1.668
Si  2.077  -2.407  0.383
C  2.813  -3.248  -1.189
C  0.824  -3.603  1.176
N  1.322  -0.881  0.067
C  1.951  0.124  -0.579
C  3.329  0.243  -0.837
C  3.840  1.301  -1.567
C  3.016  2.299  -2.053
C  1.652  2.249  -1.775
C  1.147  1.198  -1.044
O  -0.187  1.043  -0.709
C  -1.083  1.989  -1.136
C  -2.001  1.644  -2.126
C  -2.916  2.581  -2.559
C  -2.935  3.861  -2.011
C  -2.045  4.187  -0.998
C  -1.116  3.263  -0.556
H  3.914  -3.279  1.881
H  3.208  -1.856  2.609
H  4.361  -1.692  1.310
H  3.084  -4.287  -1.016
H  3.693  -2.738  -1.570
H  2.049  -3.228  -1.963
H  1.290  -4.286  1.883
H  0.349  -4.185  0.393
H  0.033  -3.056  1.682
H  3.994  -0.525  -0.482
H  4.904  1.336  -1.765
H  3.417  3.106  -2.648
H  0.994  3.024  -2.147
H  -1.983  0.631  -2.517
H  -3.631  2.314  -3.323
H  -3.635  4.601  -2.374
H  -2.072  5.169  -0.544
H  -0.405  3.515  0.221
C  -3.750  0.439  0.375
O  -2.466  0.364  0.951
C  -2.405  0.944  2.221
C  -0.992  0.753  2.757
O  -0.784  -0.621  2.968
C  0.461  -0.893  3.561
H  -3.993  1.482  0.125
H  -4.510  0.051  1.064
H  -3.706  -0.178  -0.527
H  -3.123  0.452  2.901
H  -2.652  2.021  2.159
H  -0.861  1.305  3.707
H  -0.271  1.130  2.015
H  0.528  -0.400  4.545
H  1.282  -0.554  2.921
H  0.515  -1.972  3.684
O  -0.624  -1.681  -2.213
S  -1.922  -2.334  -1.794
O  -2.169  -3.551  -2.530
O  -1.705  -2.571  -0.328
O  -2.991  -1.342  -1.945

=====

Molecular formula: C19H28O
Method: DFT, ωB97M-V/def2-TZVPD

HOMO energy = -8.640 eV
SMILES = C[C@@]12C=CC[C@H]1[C@@H]1CCC3=C[C@@H](O)CC[C@]3(C)[C@H]1CC2
Orbital gap = 9.380 eV
Energy above the lowest of the compared OMol25 structures with the same formula, charge and spin = 19.3 kcal per mole

Geometry (Å):
C  -3.285  -0.685  -1.671
C  -2.057  -0.954  -2.483
C  -2.346  -0.606  -3.937
C  -1.944  0.689  -4.254
C  -1.181  1.242  -3.110
C  -0.731  -0.037  -2.363
C  -0.273  0.107  -0.889
C  1.066  0.829  -1.030
C  1.756  0.965  0.304
C  1.996  -0.352  0.950
C  3.084  -0.589  1.844
C  3.276  -1.912  2.604
O  3.791  -1.624  3.940
C  2.022  -2.690  2.776
C  1.282  -2.778  1.403
C  0.807  -1.310  0.986
C  -0.261  -0.896  2.123
C  0.103  -1.408  -0.449
C  -1.114  -2.417  -0.701
C  -1.603  -2.327  -2.147
H  -3.772  -1.639  -1.479
H  -3.040  -0.165  -0.732
H  -3.986  -0.001  -2.037
H  -2.629  -1.266  -4.807
H  -1.961  1.221  -5.156
H  -0.355  1.780  -3.513
H  -1.711  1.810  -2.415
H  0.077  -0.574  -2.911
H  -1.038  0.559  -0.222
H  1.819  0.314  -1.648
H  0.908  1.812  -1.561
H  1.031  1.633  0.884
H  2.686  1.472  0.087
H  3.835  0.131  1.927
H  4.072  -2.467  2.057
H  3.119  -1.227  4.524
H  1.310  -2.280  3.586
H  2.314  -3.626  3.050
H  0.412  -3.408  1.481
H  2.023  -3.129  0.708
H  0.271  -0.192  2.817
H  -0.427  -1.738  2.792
H  -1.091  -0.581  1.571
H  0.939  -1.863  -0.992
H  -1.928  -2.279  -0.022
H  -0.875  -3.483  -0.395
H  -2.352  -3.139  -2.305
H  -0.761  -2.629  -2.795

=====

Molecular formula: C19H29AsBaO3S3
Method: DFT, ωB97M-V/def2-TZVPD

HOMO energy = -14.200 eV
Orbital gap = 9.064 eV
Energy above the lowest of the compared OMol25 structures with the same formula, charge and spin = 0.0 kcal per mole
Net charge = +2

Geometry (Å):
Ba  -1.756  -1.297  -0.870
O  0.725  -0.969  -1.079
S  2.162  -0.524  -1.343
C  3.119  -0.907  0.148
C  2.513  -0.465  1.476
C  1.449  -1.437  1.995
C  0.498  -0.777  2.983
S  -1.135  -1.555  3.050
O  -1.528  -1.688  1.579
C  -0.699  -3.184  3.606
C  -0.391  -4.196  2.711
C  -0.056  -5.446  3.207
C  -0.029  -5.667  4.578
C  -0.349  -4.645  5.462
C  -0.698  -3.394  4.978
C  2.130  1.253  -1.259
C  1.110  1.922  -0.599
C  1.127  3.309  -0.566
C  2.152  4.008  -1.192
C  3.160  3.326  -1.864
C  3.149  1.940  -1.905
H  4.080  -0.425  -0.048
H  3.280  -1.986  0.105
H  2.101  0.541  1.371
H  3.324  -0.377  2.201
H  1.924  -2.305  2.456
H  0.869  -1.805  1.150
H  0.270  0.254  2.698
H  0.868  -0.760  4.010
H  -0.425  -4.011  1.645
H  0.182  -6.251  2.525
H  0.231  -6.645  4.960
H  -0.343  -4.826  6.528
H  -0.978  -2.600  5.660
H  0.304  1.374  -0.129
H  0.345  3.841  -0.040
H  2.167  5.089  -1.158
H  3.950  3.873  -2.359
H  3.922  1.401  -2.442
O  -4.273  -2.386  -1.156
H  -4.658  -3.188  -0.780
H  -5.017  -1.918  -1.556
C  -3.499  2.644  -4.579
As  -2.163  2.782  -3.210
C  -2.076  4.624  -2.688
C  -0.473  2.341  -4.010
S  -2.651  1.584  -1.529
H  -3.249  3.318  -5.398
H  -4.461  2.919  -4.153
H  -3.539  1.619  -4.939
H  -1.890  5.244  -3.564
H  -1.271  4.743  -1.965
H  -3.023  4.900  -2.228
H  -0.291  3.010  -4.851
H  -0.497  1.311  -4.362
H  0.310  2.463  -3.263

=====

Molecular formula: C19H29AsBaO3S3
Method: DFT, ωB97M-V/def2-TZVPD

HOMO energy = -14.074 eV
Orbital gap = 9.119 eV
Energy above the lowest of the compared OMol25 structures with the same formula, charge and spin = 1.3 kcal per mole
Net charge = +2

Geometry (Å):
Ba  0.203  -0.205  0.766
O  -1.915  -1.125  -0.265
S  -3.155  -1.575  -1.033
C  -4.423  -0.307  -0.769
C  -4.565  0.190  0.667
C  -3.651  1.385  0.949
C  -3.468  1.644  2.437
S  -1.897  2.453  2.833
O  -0.871  1.668  2.022
C  -2.127  4.000  1.991
C  -1.626  4.201  0.715
C  -1.833  5.430  0.105
C  -2.531  6.429  0.770
C  -3.016  6.215  2.053
C  -2.806  4.996  2.679
C  -3.855  -2.905  -0.084
C  -3.471  -3.134  1.228
C  -4.051  -4.185  1.923
C  -5.000  -4.989  1.304
C  -5.367  -4.755  -0.015
C  -4.787  -3.713  -0.722
H  -5.328  -0.791  -1.143
H  -4.174  0.498  -1.464
H  -4.350  -0.625  1.363
H  -5.608  0.462  0.840
H  -4.038  2.278  0.456
H  -2.676  1.182  0.505
H  -3.432  0.714  3.010
H  -4.244  2.275  2.874
H  -1.067  3.420  0.218
H  -1.443  5.610  -0.887
H  -2.686  7.386  0.291
H  -3.543  7.003  2.574
H  -3.155  4.832  3.692
H  -2.726  -2.502  1.693
H  -3.766  -4.377  2.948
H  -5.449  -5.808  1.849
H  -6.095  -5.392  -0.498
H  -5.052  -3.541  -1.759
O  0.949  -2.086  2.598
H  1.638  -1.971  3.265
H  0.712  -3.020  2.645
C  4.828  1.695  -2.696
As  4.656  0.220  -1.484
C  6.251  0.160  -0.423
C  4.592  -1.393  -2.521
S  2.958  0.458  -0.246
H  5.731  1.570  -3.293
H  4.891  2.612  -2.114
H  3.955  1.730  -3.342
H  7.117  0.069  -1.077
H  6.199  -0.694  0.248
H  6.316  1.078  0.158
H  5.493  -1.465  -3.128
H  3.713  -1.370  -3.162
H  4.533  -2.242  -1.843

=====

Molecular formula: C19H29Cl2N2O5SSe2Zr
Method: DFT, ωB97M-V/def2-TZVPD

HOMO energy = -10.261 eV
Orbital gap = 7.649 eV
Energy above the lowest of the compared OMol25 structures with the same formula, charge and spin = 0.0 kcal per mole
Net charge = +1

Geometry (Å):
Zr  -0.053  -0.266  -0.571
C  1.750  1.696  4.397
N  1.392  1.915  2.990
C  1.789  3.195  2.389
C  0.749  1.009  2.277
O  0.473  1.184  1.077
C  0.322  -0.302  2.910
O  -0.625  -0.912  2.060
C  -1.989  -0.693  2.344
C  -2.630  0.048  1.187
O  -1.892  0.483  0.280
N  -3.931  0.221  1.188
C  -4.602  0.924  0.082
C  -4.758  -0.264  2.302
H  2.657  2.256  4.607
H  0.966  2.049  5.070
H  1.957  0.648  4.597
H  1.415  4.007  3.014
H  2.876  3.260  2.326
H  1.372  3.278  1.392
H  1.178  -0.972  2.966
H  -0.070  -0.164  3.915
H  -2.470  -1.659  2.478
H  -2.117  -0.116  3.262
H  -3.911  1.068  -0.736
H  -5.439  0.319  -0.259
H  -4.969  1.891  0.426
H  -4.409  0.122  3.258
H  -5.771  0.091  2.150
H  -4.780  -1.352  2.336
Cl  2.614  -0.104  -0.330
C  2.962  1.611  -0.533
C  4.159  2.055  -0.002
C  4.493  3.389  -0.143
C  3.620  4.244  -0.795
C  2.428  3.767  -1.317
Cl  1.392  4.898  -2.112
C  2.049  2.415  -1.220
S  0.534  1.848  -1.916
H  4.820  1.360  0.502
H  5.431  3.760  0.251
H  3.859  5.294  -0.912
O  1.018  -0.969  -2.545
C  1.168  -2.300  -3.073
C  -0.135  -3.070  -3.022
C  0.012  -4.212  -4.039
O  -1.121  -5.066  -4.098
C  -0.382  -3.681  -1.634
Se  0.403  -2.786  -0.058
C  -1.296  -2.177  -3.478
Se  -2.015  -0.894  -2.170
H  0.740  -0.364  -3.239
H  1.930  -2.784  -2.473
H  1.532  -2.205  -4.096
H  0.919  -4.782  -3.807
H  0.131  -3.791  -5.038
H  -1.170  -5.593  -3.295
H  0.029  -4.688  -1.584
H  -1.445  -3.721  -1.422
H  -2.141  -2.802  -3.742
H  -1.017  -1.616  -4.373

=====

Molecular formula: C19H29Cl2N2O6
Method: DFT, ωB97M-V/def2-TZVPD

HOMO energy = -4.169 eV
Orbital gap = 6.317 eV
Net charge = -1

Geometry (Å):
C  -2.611  -0.369  3.471
C  -1.323  0.000  2.796
Cl  -0.252  -1.353  2.498
C  -0.929  1.237  2.464
Cl  -2.037  2.511  2.863
N  0.293  1.589  1.931
C  0.399  2.186  0.564
C  -0.607  1.602  -0.415
C  -0.587  0.102  -0.594
N  -1.520  -0.585  -1.106
C  1.869  2.035  0.182
C  2.307  2.277  -1.271
C  2.073  1.090  -2.231
C  1.798  3.588  -1.886
C  0.088  3.746  0.714
O  0.995  4.428  1.216
O  -1.020  4.133  0.290
H  -3.478  -0.100  2.869
H  -2.654  -1.439  3.630
H  -2.702  0.109  4.449
H  0.955  0.838  2.063
H  -0.437  2.033  -1.401
H  -1.620  1.906  -0.149
H  0.297  -0.422  -0.226
H  -2.285  0.041  -1.371
H  2.178  1.007  0.437
H  2.455  2.688  0.826
H  3.397  2.372  -1.238
H  2.347  0.175  -1.701
H  2.782  1.209  -3.045
H  1.053  1.044  -2.605
H  1.975  3.544  -2.967
H  2.373  4.437  -1.520
H  0.736  3.766  -1.741
O  5.061  1.263  -3.808
C  5.036  0.466  -4.695
O  3.894  -0.134  -5.112
C  4.181  -1.120  -6.112
C  5.528  -0.715  -6.700
C  6.211  -0.069  -5.497
H  4.216  -2.100  -5.629
H  3.377  -1.119  -6.844
H  6.075  -1.551  -7.131
H  5.380  0.030  -7.483
H  6.742  -0.798  -4.883
H  6.883  0.739  -5.770
O  -4.231  -3.114  3.149
C  -4.900  -3.364  4.102
O  -5.297  -2.413  4.990
C  -5.994  -3.015  6.088
C  -6.499  -4.353  5.559
C  -5.410  -4.722  4.553
H  -5.294  -3.135  6.918
H  -6.796  -2.349  6.399
H  -6.654  -5.092  6.344
H  -7.447  -4.210  5.039
H  -4.584  -5.261  5.019
H  -5.785  -5.287  3.705

=====

Molecular formula: C19H29F16IN3O2
Method: DFT, ωB97M-V/def2-TZVPD

HOMO energy = -11.994 eV
Orbital gap = 7.419 eV
Net charge = +1

Geometry (Å):
C  -1.020  3.683  0.967
C  0.061  3.021  -0.031
C  1.312  2.453  0.779
C  0.419  3.948  -1.276
C  1.747  4.801  -1.125
N  1.761  5.747  0.048
C  3.122  5.885  0.644
C  3.083  5.340  2.168
C  3.075  6.659  3.097
I  3.072  6.166  5.231
C  1.210  7.003  -0.371
N  -0.218  7.148  -0.266
N  1.880  8.035  -0.894
H  -0.555  4.399  1.705
H  -1.534  2.816  1.499
H  -1.834  4.154  0.326
H  -0.477  2.110  -0.461
H  1.120  1.344  0.943
H  2.300  2.516  0.238
H  1.315  2.913  1.811
H  0.594  3.244  -2.158
H  -0.497  4.566  -1.551
H  2.622  4.097  -1.173
H  1.820  5.450  -2.067
H  3.922  5.284  0.104
H  3.510  6.943  0.706
H  2.076  4.859  2.322
H  3.952  4.658  2.383
H  3.979  7.266  2.796
H  2.136  7.228  2.790
H  -0.474  8.148  -0.259
H  -0.461  6.711  0.632
H  1.744  8.962  -0.466
H  2.572  7.986  -1.644
C  1.497  -3.236  2.672
C  0.534  -4.365  2.243
C  0.116  -4.386  0.771
F  -0.558  -3.279  0.408
F  -0.718  -5.430  0.537
F  -0.549  -4.348  3.053
F  1.174  -5.541  2.497
O  0.923  -2.083  3.308
C  0.431  -1.046  2.498
C  -1.076  -0.832  2.669
F  -1.774  -1.937  2.349
F  -1.512  0.161  1.852
F  0.791  -1.254  1.219
F  1.084  0.074  2.889
H  2.134  -3.669  3.447
H  2.188  -2.954  1.873
H  0.982  -4.498  0.115
H  -1.315  -0.566  3.701
C  -2.698  -5.998  -2.049
C  -1.547  -6.023  -3.079
C  -1.931  -5.784  -4.541
F  -2.763  -6.723  -5.019
F  -0.824  -5.823  -5.326
F  -0.862  -7.181  -2.944
F  -0.679  -5.028  -2.720
O  -3.225  -7.265  -1.630
C  -4.233  -7.863  -2.410
C  -3.792  -9.204  -3.004
F  -2.712  -9.064  -3.800
F  -4.776  -9.735  -3.766
F  -4.669  -6.996  -3.340
F  -5.275  -8.070  -1.577
H  -2.270  -5.579  -1.135
H  -3.492  -5.300  -2.326
H  -2.398  -4.804  -4.671
H  -3.540  -9.914  -2.213

=====

Molecular formula: C19H29IrN7O5S3Sb
Method: DFT, ωB97M-V/def2-TZVPD

HOMO energy = -7.890 eV
Orbital gap = 4.622 eV
Energy above the lowest of the compared OMol25 structures with the same formula, charge and spin = 12.7 kcal per mole

Geometry (Å):
Ir  1.159  1.049  -0.595
S  1.259  4.802  -3.788
Sb  1.718  3.943  -1.794
S  0.073  3.084  -0.316
S  3.003  2.048  -1.547
O  4.547  -0.324  5.368
C  3.433  0.171  5.212
O  2.538  0.541  6.005
C  3.048  0.466  3.735
C  2.523  1.707  3.396
C  2.057  1.926  2.121
N  2.089  0.957  1.199
C  2.665  -0.222  1.485
C  3.163  -0.500  2.741
C  2.718  -1.193  0.331
O  3.150  -2.313  0.464
O  2.216  -0.729  -0.794
H  2.435  2.479  4.149
H  1.605  2.859  1.821
H  3.630  -1.456  2.931
N  0.314  1.107  -2.507
C  0.058  1.144  -3.631
N  -0.239  1.234  -4.901
C  -0.343  -0.007  -5.691
C  -1.797  -0.444  -5.737
O  -2.615  0.597  -6.234
C  -2.568  1.745  -5.405
C  -1.158  2.303  -5.338
H  0.300  -0.768  -5.251
H  0.017  0.220  -6.695
H  -2.131  -0.737  -4.731
H  -1.920  -1.295  -6.405
H  -2.918  1.492  -4.394
H  -3.249  2.476  -5.836
H  -1.076  3.143  -4.650
H  -0.825  2.626  -6.325
C  -0.270  -0.359  4.829
N  -0.458  0.951  4.201
C  -0.511  2.117  5.064
C  -0.817  0.986  2.942
N  -1.104  0.844  1.826
H  0.665  -0.336  5.397
H  -0.193  -1.108  4.039
H  -1.125  -0.598  5.468
H  0.394  2.139  5.672
H  -1.384  2.078  5.722
H  -0.564  3.020  4.458
C  -0.987  -3.670  1.314
C  -1.329  -2.592  0.292
C  -1.284  -3.185  -1.122
C  -2.705  -2.005  0.587
N  -0.305  -1.545  0.501
N  -0.329  -0.520  -0.489
H  -1.735  -4.461  1.294
H  -0.956  -3.241  2.316
H  -0.012  -4.115  1.101
H  -1.922  -4.067  -1.180
H  -0.267  -3.486  -1.384
H  -1.651  -2.482  -1.876
H  -3.463  -2.787  0.535
H  -2.987  -1.235  -0.136
H  -2.720  -1.559  1.581
H  0.607  -1.982  0.441
H  -1.204  -0.011  -0.368
H  -0.264  -0.923  -1.421

=====

For reference, E_tot by record: -2954.0642, -815.9039, -4422.5457, -4422.5436, -7395.5416, -2222.7781, -2951.3602, -3040.0388 hartree.